Density functional theory data (wB97M-V/def2-TZVPD) for the ion C3H11N4 with charge +1 at a distorted geometry.

Positions of all 18 atoms, in Å:
C: 1.830 -1.181 0.687
C: -1.957 1.169 -1.209
C: 0.190 0.409 -0.134
N: 2.151 -2.322 1.188
N: 0.335 1.170 1.013
N: -1.365 0.041 -0.550
N: 0.755 -0.897 -0.006
H: 2.579 -0.326 0.653
H: -1.496 1.165 -2.212
H: -3.060 0.963 -1.263
H: -1.686 1.995 -0.630
H: 0.449 1.010 -1.010
H: 3.063 -2.562 1.572
H: 1.498 -3.101 1.030
H: 0.500 0.591 1.846
H: -0.478 1.848 1.227
H: -1.684 -0.127 0.447
H: -0.036 -1.539 -0.092

## Properties
Maximum force, eV/Å: 8.21
HOMO level (spin up / spin down), eV: -8.26 / -13.58
Relative energy (zero: lowest compared OMol25 entry of this formula, charge and spin), kcal/mol: 34.5
LUMO (spin up / spin down), eV: -3.12 / -8.23
<S²>: 2.0136
Net charge: +1
Multiplicity: 3
Calculated total energy, hartree: -339.47747